116
Properties=species:S:1:pos:R:3 method="wB97M-V/def2-TZVPD" orbital_gap_ev=5.21 e_lumo_ha=-0.0900 energy_ev=-196328.308
Ti 0.854 1.342 -1.988
O 4.552 3.690 -2.235
S 3.587 2.862 -2.963
O 3.006 3.403 -4.201
O 2.431 2.524 -1.941
C 4.460 1.242 -3.352
C 5.841 1.483 -3.755
C 6.545 0.459 -4.397
C 6.079 -0.865 -4.352
C 4.756 -1.111 -3.949
C 3.947 -0.065 -3.512
S 2.208 -0.547 -3.247
O 1.895 -0.292 -1.773
O 2.086 -1.956 -3.632
O 1.369 0.454 -3.937
H 6.372 2.423 -3.549
H 7.515 0.637 -4.853
H 6.709 -1.687 -4.692
H 4.301 -2.100 -3.977
C -5.389 -2.702 5.005
P -4.604 -2.504 6.665
C -2.746 -2.761 6.482
N -2.054 -2.202 7.481
C -0.698 -2.528 7.541
C 0.112 -1.979 8.538
C 1.487 -2.150 8.469
C 2.097 -2.805 7.387
C 1.331 -3.284 6.384
C -0.071 -3.229 6.438
N -0.853 -3.777 5.508
C -2.166 -3.525 5.437
P -2.912 -4.312 3.926
C -2.044 -5.891 3.891
C -1.904 -3.509 2.430
C -2.560 -4.119 1.234
C -0.434 -3.674 2.517
C -2.299 -2.007 2.456
C -4.801 -0.692 7.055
C -4.535 -0.495 8.585
C -6.176 -0.110 6.716
C -3.761 0.133 6.226
H -4.970 -2.046 4.189
H -6.431 -2.455 5.130
H -5.261 -3.743 4.661
H -0.293 -1.576 9.455
H 2.139 -1.751 9.282
H 3.191 -2.829 7.445
H 1.803 -3.705 5.451
H -1.083 -5.734 4.359
H -1.805 -6.176 2.829
H -2.698 -6.577 4.524
H -2.318 -5.227 1.022
H -2.122 -3.547 0.429
H -3.681 -4.009 1.316
H -0.156 -4.715 2.531
H -0.068 -3.220 3.485
H 0.008 -2.982 1.782
H -3.247 -1.816 1.984
H -1.489 -1.489 1.886
H -2.333 -1.552 3.430
H -5.359 -0.885 9.176
H -4.374 0.574 8.795
H -3.552 -1.059 8.740
H -7.007 -0.739 7.006
H -6.246 0.030 5.651
H -6.292 0.823 7.247
H -2.860 0.214 6.796
H -4.172 1.176 5.964
H -3.539 -0.211 5.198
Cl 1.840 0.115 1.255
C 1.400 1.757 0.875
C 0.518 1.986 -0.202
C -0.524 2.777 0.179
Cl -1.997 2.800 -0.833
C -0.511 3.595 1.376
Cl -1.917 4.594 1.552
C 0.752 3.715 2.062
Cl 0.996 4.893 3.329
C 1.732 2.821 1.743
Cl 3.270 2.919 2.459
B -2.997 -1.249 -1.138
C -1.789 -0.394 -1.566
N -0.918 0.141 -2.106
H -2.446 -2.251 -0.683
H -3.616 -0.960 -0.130
H -3.686 -1.397 -2.115
C 5.626 2.921 -9.077
C 4.219 2.433 -8.739
C 3.322 2.322 -9.867
C 2.074 1.818 -9.706
C 1.530 1.620 -8.379
N 0.152 1.391 -8.128
C -0.544 1.747 -6.957
O -1.346 1.013 -6.407
N -0.459 3.119 -6.609
C -0.402 3.628 -5.271
C -0.158 4.944 -4.971
C 0.192 5.292 -3.675
C 0.473 4.270 -2.771
N 0.027 2.972 -3.026
C -0.520 2.733 -4.217
C 2.469 1.667 -7.288
C 3.713 2.217 -7.427
H 6.199 2.352 -9.959
H 6.264 2.745 -8.189
H 5.619 4.048 -9.359
H 3.691 2.505 -10.859
H 1.532 1.528 -10.608
H -0.296 0.683 -8.670
H 0.194 3.600 -7.242
H -0.113 5.684 -5.790
H 0.368 6.392 -3.527
H 1.038 4.518 -1.889
H -0.767 1.724 -4.455
H 2.187 1.237 -6.298
H 4.285 2.464 -6.523